*A*
{
  "formula": "C10H13O2",
  "method": "the ωB97M-V functional and the def2-TZVPD basis",
  "total_charge": -1,
  "mol_weight_g_mol": 165.21,
  "e_lumo_ev": 3.2,
  "spin_multiplicity": 1,
  "elements": ["C", "C", "C", "C", "C", "C", "C", "H", "H", "H", "H", "H", "H", "H", "H", "C", "C", "C", "O", "O", "H", "H", "H", "H", "H"],
  "coordinates": [[-0.70, -0.70, -0.05], [-1.74, 2.61, 1.51], [-3.00, 2.33, 2.02], [-0.98, 1.70, 0.79], [-1.52, 0.45, 0.48], [-3.58, 1.14, 1.56], [-2.86, 0.22, 0.85], [-1.25, 3.50, 1.89], [-3.42, 2.87, 2.85], [0.07, 1.82, 0.56], [-4.61, 0.99, 1.86], [0.20, -0.79, 0.55], [-0.32, -0.60, -1.07], [-3.27, -0.71, 0.47], [-1.24, -1.61, 0.15], [3.06, -1.85, -1.22], [3.48, -0.40, -1.44], [1.63, -2.09, -1.74], [1.34, -1.50, -2.80], [0.90, -2.82, -1.03], [3.81, -2.52, -1.65], [3.12, -2.02, -0.14], [3.65, -0.07, -2.47], [4.48, -0.22, -0.99], [2.77, 0.25, -0.94]]
}

*B*
{
  "formula": "C10H13O2",
  "method": "the ωB97M-V functional and the def2-TZVPD basis",
  "total_charge": -1,
  "mol_weight_g_mol": 165.21,
  "e_lumo_ev": 3.4,
  "spin_multiplicity": 1,
  "elements": ["C", "C", "O", "O", "H", "H", "H", "C", "C", "C", "C", "C", "C", "C", "C", "H", "H", "H", "H", "H", "H", "H", "H", "H", "H"],
  "coordinates": [[-0.99, 3.13, -1.98], [-0.74, 3.31, -0.46], [-0.83, 4.44, 0.03], [-0.46, 2.23, 0.14], [-0.09, 3.49, -2.49], [-1.79, 3.78, -2.33], [-1.12, 2.08, -2.21], [-1.22, -0.68, 1.19], [-1.26, -1.60, 2.42], [0.02, -0.92, 0.37], [1.12, -0.08, 0.48], [0.10, -2.03, -0.47], [2.31, -0.41, -0.14], [1.31, -2.37, -1.11], [2.42, -1.59, -0.88], [-2.07, -0.88, 0.53], [-1.20, 0.36, 1.50], [-0.99, -1.09, 3.35], [1.06, 0.88, 0.97], [-0.79, -2.56, -0.78], [3.21, 0.20, -0.13], [1.27, -3.30, -1.66], [3.39, -1.87, -1.26], [-0.47, -2.36, 2.38], [-2.19, -2.16, 2.54]]
}

Verdict on stability: *A* comes out at the bottom.